Record 1
A 4-piece molecular cluster, C27H64N3O3P overall in a non-equilibrium geometry, computed with ωB97M-V with the def2-TZVPD basis set.

Geometry (Å):
C -0.0268 2.2480 0.3696
C -0.4037 1.7755 1.7764
P -0.6336 -0.0153 2.1273
C 0.6853 -0.9544 1.2720
C 0.7705 -0.9284 -0.2702
C -2.1669 -0.5249 1.2508
O -3.2703 -0.1790 2.1043
C -4.4692 -0.6775 1.6930
O -4.5950 -1.8010 1.2887
C -5.5813 0.3386 1.7964
C -6.0981 0.8310 0.4300
C -6.1599 -0.2206 -0.6704
O -5.2967 1.9081 -0.0602
H 0.9777 1.9103 0.0973
H -0.0269 3.3404 0.2986
H -0.7192 1.8648 -0.3861
H -1.3681 2.2178 2.0597
H 0.3291 2.1260 2.5094
H 0.5044 -1.9967 1.5649
H 1.6372 -0.6823 1.7404
H 0.3444 -0.0299 -0.7114
H 1.8208 -0.9772 -0.5780
H 0.2652 -1.7847 -0.7251
H -2.1124 -1.6061 1.0872
H -2.3073 -0.0362 0.2769
H -6.3980 -0.0621 2.4040
H -5.1913 1.2063 2.3388
H -7.1193 1.2019 0.5920
H -6.5385 -1.1677 -0.2854
H -5.1558 -0.3873 -1.0700
H -6.8034 0.1370 -1.4763
H -4.8490 2.3435 0.6722
C 0.5370 -6.0714 1.4939
C 1.7906 -6.7021 2.0814
N 2.9978 -5.9492 1.7896
C 4.2199 -6.6730 2.0897
C 4.5100 -7.0331 3.5520
C 2.9709 -4.5508 2.1798
C 2.7149 -4.2213 3.6572
H 0.6535 -5.9077 0.4217
H -0.3159 -6.7329 1.6493
H 0.2961 -5.1174 1.9650
H 1.9188 -7.6960 1.6440
H 1.6333 -6.8586 3.1607
H 5.0586 -6.0956 1.6908
H 4.1947 -7.5992 1.5070
H 4.8202 -6.1665 4.1345
H 5.3245 -7.7590 3.5943
H 3.6450 -7.4829 4.0404
H 2.2032 -4.0519 1.5822
H 3.9128 -4.0936 1.8655
H 1.8996 -4.8134 4.0749
H 2.4349 -3.1699 3.7556
H 3.6000 -4.3778 4.2723
C 4.6436 -0.0797 2.7287
C 5.7216 0.4542 1.7962
N 5.2499 0.6502 0.4367
C 6.3160 0.8696 -0.5245
C 7.1677 2.1368 -0.3839
C 4.0808 1.4986 0.2968
C 4.1566 2.9400 0.8178
H 4.2019 -0.9926 2.3240
H 5.0785 -0.3130 3.7012
H 3.8459 0.6454 2.8968
H 6.5344 -0.2755 1.7516
H 6.1513 1.3676 2.2378
H 5.8766 0.8429 -1.5254
H 6.9801 0.0014 -0.4699
H 6.6300 3.0303 -0.6989
H 8.0533 2.0532 -1.0167
H 7.5105 2.2860 0.6406
H 3.2474 0.9985 0.7997
H 3.8023 1.5142 -0.7605
H 4.6208 2.9925 1.8037
H 3.1479 3.3491 0.9095
H 4.7099 3.5946 0.1463
C -3.7759 6.4646 -4.6917
C -3.5685 5.0656 -4.1315
N -4.8094 4.4050 -3.7706
C -4.6165 3.2027 -2.9769
C -3.8881 2.0176 -3.6224
C -5.8037 4.3187 -4.8260
C -5.4108 3.6113 -6.1302
H -4.3634 7.0730 -4.0027
H -2.8100 6.9494 -4.8394
H -4.2831 6.4509 -5.6569
H -2.9689 5.1407 -3.2200
H -2.9657 4.4849 -4.8488
H -5.5908 2.8674 -2.6174
H -4.0639 3.4926 -2.0787
H -4.5130 1.4941 -4.3454
H -3.6194 1.2965 -2.8472
H -2.9677 2.3233 -4.1222
H -6.1224 5.3344 -5.0726
H -6.6891 3.8367 -4.4039
H -4.4259 3.9237 -6.4805
H -6.1297 3.8605 -6.9133
H -5.4057 2.5271 -6.0285

The total energy comes out at -1798.41773 a.u. As for the LUMO energy: 0.556 eV. As for the largest force on an atom: 1.37 eV Å⁻¹. For the frontier orbital gap, the calculation gives 8.53 eV. As for the charge: 0. The highest occupied orbital energy comes out at -7.9723 eV.

Record 2
An isolated molecule of C2H3FS in a non-equilibrium geometry, computed with ωB97M-V with the def2-TZVPD basis set.

Geometry (Å):
C 0.1817 0.4983 -0.7233
C -0.1830 -0.4595 0.8093
F -0.5557 0.2904 1.8602
S 0.1006 -2.0335 0.9058
H -0.5581 0.0808 -1.3335
H 1.0221 0.1807 -1.2352
H -0.0076 1.4427 -0.2834

The total energy comes out at -575.98573 a.u. As for the LUMO energy: 0.044 eV. As for the largest force on an atom: 6.06 eV Å⁻¹. For the frontier orbital gap, the calculation gives 9.28 eV. As for the charge: 0. The highest occupied orbital energy comes out at -9.2391 eV.

Record 3
A 2-piece molecular cluster, C2H6OS5 overall in a non-equilibrium geometry, computed with ωB97M-V with the def2-TZVPD basis set.

Geometry (Å):
C 0.5530 2.5165 0.4926
C -3.5654 -2.3085 -0.1924
O 2.6116 -0.3216 1.6432
S 1.4560 -2.0827 -0.3535
S 2.1527 2.4996 -0.2762
S -3.0979 -0.7847 -0.4356
S 2.3258 0.8897 -1.3508
S 2.8727 -0.6615 0.2644
H 0.3743 1.8036 1.3189
H -0.2235 2.2934 -0.3362
H 0.3667 3.4583 0.8248
H -4.5188 -2.5839 0.1559
H 1.4785 -1.6807 -1.6099
H -2.7860 -3.0375 -0.1453

The total energy comes out at -2145.88784 a.u. As for the LUMO energy: -0.550 eV. As for the largest force on an atom: 4.68 eV Å⁻¹. For the frontier orbital gap, the calculation gives 7.93 eV. As for the charge: 0. The highest occupied orbital energy comes out at -8.4806 eV.

Record 4
A 7-piece molecular cluster, C9H31N6O7 overall in a non-equilibrium geometry, computed with ωB97M-V with the def2-TZVPD basis set.

Geometry (Å):
O 0.0399 0.1822 -0.2735
H 0.2535 -0.3749 0.5001
C 2.3449 -0.6434 -2.5034
O 3.2135 -1.0681 -3.2067
N 1.1297 -1.0454 -2.5148
N 2.5270 0.2025 -1.5086
H 0.7665 -1.5364 -3.3192
H 0.5450 -0.6316 -1.8028
H 3.4615 0.5138 -1.2855
H 1.8108 0.4369 -0.8361
C -0.4846 3.7047 -1.1193
O -0.6981 4.8054 -1.4098
N -1.1303 3.0086 -0.2587
N 0.5664 3.0448 -1.5575
H -0.7939 2.0749 -0.0712
H -2.0221 3.3536 0.0664
H 1.3092 3.3815 -2.1532
H 0.6521 2.1307 -1.1364
C -2.2376 -0.4657 -2.9935
O -2.9994 -0.6914 -3.9258
N -1.9461 0.7365 -2.6744
N -1.6664 -1.3938 -2.2537
H -1.2624 0.8167 -1.9354
H -2.1463 1.4631 -3.3468
H -1.1360 -1.0487 -1.4664
H -1.6974 -2.3915 -2.4073
C 3.2518 0.7415 2.3049
C 2.2305 1.9502 2.0072
O 0.9688 1.3556 2.1178
H 3.1865 -0.0333 1.5411
H 3.0977 0.2237 3.2516
H 4.2896 1.0625 2.3943
H 2.3373 2.3728 1.0081
H 2.3193 2.7469 2.7458
H 0.7504 0.7941 1.3704
C 0.5304 -2.2745 2.4286
C 1.1660 -2.6067 1.0701
O 0.2484 -2.5685 0.0370
H 1.2794 -2.5187 3.1819
H -0.2525 -2.9940 2.6682
H 0.1907 -1.2414 2.5021
H 1.6705 -3.5637 0.9370
H 1.8676 -1.7981 0.8651
H 0.1999 -1.6333 -0.1742
C -3.7074 -1.2941 2.1445
C -2.9426 -0.9318 0.9357
O -2.2314 0.2254 1.1402
H -3.0565 -1.6692 2.9343
H -4.4052 -2.1116 1.9633
H -4.2707 -0.4619 2.5666
H -3.4516 -0.8235 -0.0221
H -2.2964 -1.7909 0.7552
H -1.3703 0.2776 0.7191

The total energy comes out at -1216.59362 a.u. As for the LUMO energy (alpha / beta): -0.127 / -6.284 eV. As for the largest force on an atom: 6.71 eV Å⁻¹. For the frontier orbital gap (alpha / beta), the calculation gives 9.57 / 3.40 eV. As for the charge: 0. As for the multiplicity: 2. The highest occupied orbital energy (alpha / beta) comes out at -9.6976 / -9.6832 eV. As for the expectation value of S²: 0.76.

Record 5
C5H8N2 as an isolated structure, computed with ωB97M-V with the def2-TZVPD basis set.

Geometry (Å):
C -1.2792 -1.4294 0.9409
N -0.8939 -1.1250 -0.3559
C 0.4081 -1.4648 -0.5943
C 1.0416 -0.3146 -0.0673
C 0.0840 0.7611 -0.4236
C 0.3884 2.2171 -0.5271
N -1.0923 0.2711 -0.5793
H -0.9358 -2.3928 1.3129
H -2.2956 -1.1442 1.2081
H 0.3518 -0.5162 1.1825
H 0.6911 -2.4963 -0.4202
H 2.1106 -0.1339 -0.0103
H 1.0533 2.4079 -1.3764
H 0.8996 2.5709 0.3745
H -0.5315 2.7891 -0.6646

The total energy comes out at -304.64636 a.u. As for the LUMO energy (alpha / beta): 0.474 / 0.474 eV. As for the largest force on an atom: 0.33 eV Å⁻¹. For the frontier orbital gap (alpha / beta), the calculation gives 8.36 / 8.36 eV. As for the charge: 0. The highest occupied orbital energy (alpha / beta) comes out at -7.8861 / -7.8851 eV.

Q: Which value of charge does entry 4 give?
A: 0